Entry 1:
Density functional theory data (the ωB97M-V functional and the def2-TZVPD basis) for a 9-piece molecular cluster, C59H108F18N10O13S6 overall in a non-equilibrium geometry.

Element x y z (Å)
1 C 2.66093 -2.92036 1.68342
2 C 2.59948 -3.36639 3.17216
3 C 3.99653 -3.37783 3.85419
4 N 3.94245 -3.64114 5.35305
5 C 5.41960 -3.85131 5.75710
6 C 5.85285 -5.24147 5.26721
7 C 4.94876 -6.41167 5.63699
8 C 3.53707 -6.12494 5.10911
9 C 3.03660 -4.81644 5.69686
10 C 3.41601 -2.38037 6.02375
11 H 1.69192 -3.05716 1.21116
12 H 3.43536 -3.48759 1.16525
13 H 2.94050 -1.86920 1.59609
14 H 2.21866 -4.38536 3.18570
15 H 1.96544 -2.64440 3.68956
16 H 4.49531 -2.43809 3.61239
17 H 4.59099 -4.11363 3.31557
18 H 6.00200 -3.04956 5.31259
19 H 5.42430 -3.83441 6.84549
20 H 6.17389 -5.35080 4.23247
21 H 6.77651 -5.39773 5.83483
22 H 5.25862 -7.33865 5.15375
23 H 4.92341 -6.64832 6.70103
24 H 3.44936 -6.02900 4.02536
25 H 2.76764 -6.83118 5.42735
26 H 2.01305 -4.69482 5.34640
27 H 3.02589 -4.81003 6.78789
28 H 3.90864 -1.52377 5.56694
29 H 3.80584 -2.46851 7.03600
30 H 2.33743 -2.28248 5.98219
31 C 2.57713 3.67607 5.77496
32 C 1.49618 2.56192 5.74538
33 C 1.03381 2.19593 4.33444
34 N -0.20751 1.32433 4.26063
35 C -1.35714 2.23268 4.78392
36 C -2.76550 1.64954 4.49600
37 C -2.88531 1.21665 3.00243
38 C -1.74706 0.32877 2.53404
39 C -0.36572 0.87373 2.80227
40 C -0.10317 0.12270 5.17319
41 H 2.43450 4.39819 4.97011
42 H 3.53516 3.20306 5.55443
43 H 2.64837 4.20242 6.72151
44 H 0.68440 2.81674 6.42821
45 H 1.86485 1.63031 6.18178
46 H 1.79629 1.52017 3.93484
47 H 0.98709 3.05725 3.67143
48 H -1.15573 3.23813 4.42277
49 H -1.20892 2.23699 5.86040
50 H -3.55100 2.34004 4.79229
51 H -2.88736 0.75261 5.10613
52 H -2.77003 2.12588 2.40123
53 H -3.88265 0.86904 2.74137
54 H -1.78231 0.26977 1.44166
55 H -1.84927 -0.73459 2.76760
56 H -0.09550 1.72935 2.17902
57 H 0.46830 0.21255 2.55742
58 H -0.94721 -0.53358 4.97159
59 H -0.27502 0.45828 6.19353
60 H 0.85961 -0.35651 5.03050
61 C 5.76036 6.06388 -4.00612
62 C 4.42238 6.07899 -3.24366
63 C 4.20473 4.84669 -2.36163
64 N 2.77331 4.37127 -2.16231
65 C 2.87923 3.02006 -1.42612
66 C 3.08545 3.11271 0.10560
67 C 1.91409 3.93307 0.61977
68 C 1.92636 5.33663 0.00390
69 C 1.81636 5.37196 -1.51297
70 C 2.20220 4.04006 -3.50676
71 H 6.03863 7.08115 -4.27276
72 H 5.79717 5.31623 -4.79209
73 H 6.53416 5.81577 -3.27039
74 H 3.68611 6.12938 -4.05000
75 H 4.32149 6.98253 -2.64086
76 H 4.62972 5.01635 -1.37379
77 H 4.72397 4.02313 -2.85502
78 H 3.61105 2.38799 -1.92899
79 H 1.92504 2.52696 -1.61265
80 H 4.02559 3.64010 0.28159
81 H 3.22591 2.11869 0.52761
82 H 1.92530 4.01329 1.71008
83 H 0.93829 3.50307 0.37509
84 H 2.74265 6.02891 0.25008
85 H 1.20164 5.94926 0.55095
86 H 2.02941 6.34963 -1.93831
87 H 0.81235 5.07908 -1.82004
88 H 1.86746 4.97615 -3.95945
89 H 1.25350 3.50358 -3.56096
90 H 2.92742 3.52683 -4.13630
91 C 3.01164 -4.32723 -3.18811
92 C 4.10730 -4.59586 -2.16987
93 C 5.35372 -3.87076 -2.68513
94 N 6.58351 -3.91996 -1.72773
95 C 6.36017 -3.47143 -0.31501
96 C 5.99008 -1.97391 -0.24724
97 C 7.02859 -1.08722 -0.96383
98 C 7.29966 -1.60109 -2.38526
99 C 7.63021 -3.08224 -2.46787
100 C 7.20907 -5.30107 -1.65499
101 H 2.03422 -4.63025 -2.80002
102 H 3.05593 -4.78188 -4.17619
103 H 2.87206 -3.25316 -3.31002
104 H 4.32320 -5.66505 -2.14377
105 H 3.85078 -4.14665 -1.21090
106 H 5.17155 -2.80339 -2.76710
107 H 5.68521 -4.32242 -3.61704
108 H 5.55875 -4.16241 -0.04583
109 H 7.24053 -3.69747 0.28265
110 H 5.02411 -1.74199 -0.70641
111 H 5.85264 -1.59809 0.76931
112 H 6.70675 -0.05270 -1.06617
113 H 7.98841 -1.17944 -0.44842
114 H 6.45702 -1.35130 -3.03027
115 H 8.12596 -1.01689 -2.79077
116 H 7.71582 -3.44981 -3.48677
117 H 8.57205 -3.25666 -1.94338
118 H 6.49591 -6.09572 -1.43746
119 H 8.01263 -5.30534 -0.92530
120 H 7.57818 -5.54422 -2.65016
121 C -6.13295 2.56872 -1.49792
122 N -7.30952 3.35054 -1.02625
123 C -7.23735 4.69088 -0.87957
124 C -8.34162 5.38943 -0.43714
125 C -9.58473 4.73049 -0.34131
126 C -9.58492 3.35478 -0.52591
127 C -8.43288 2.65816 -0.80208
128 C -10.79950 5.52153 -0.13368
129 C -11.78902 5.03440 0.72791
130 C -12.99863 5.67291 0.88240
131 N -13.24629 6.79005 0.18947
132 C -12.28320 7.35425 -0.55834
133 C -11.07846 6.71881 -0.80308
134 C -14.54581 7.48939 0.32567
135 H -6.28777 1.50138 -1.35630
136 H -5.29225 2.74913 -0.82987
137 H -5.90903 2.79313 -2.53661
138 H -6.30736 5.16308 -1.15888
139 H -8.26943 6.45515 -0.27081
140 H -10.56005 2.88459 -0.50601
141 H -8.32239 1.58938 -0.92931
142 H -11.54133 4.12628 1.26105
143 H -13.80220 5.39607 1.55099
144 H -12.53529 8.33903 -0.92617
145 H -10.42753 7.07362 -1.58998
146 H -14.76743 7.99360 -0.61108
147 H -14.41486 8.09317 1.22061
148 H -15.36362 6.77622 0.41119
149 C -3.64389 -6.61121 -1.47753
150 N -3.00811 -5.25395 -1.61240
151 C -3.23469 -4.77603 -3.01897
152 C -3.83322 -4.27591 -0.79135
153 C -1.56656 -5.31476 -1.11886
154 C -0.88526 -3.96767 -1.05028
155 O -0.67175 -3.50707 -2.37100
156 H -3.11614 -7.25892 -2.17613
157 H -4.71938 -6.55299 -1.60274
158 H -3.39056 -7.01704 -0.49824
159 H -3.09873 -3.70385 -3.11321
160 H -4.18988 -5.15035 -3.37614
161 H -2.45781 -5.21753 -3.64570
162 H -4.89603 -4.23482 -1.02066
163 H -3.46386 -3.25630 -0.83094
164 H -3.71491 -4.65855 0.22475
165 H -0.93186 -5.96310 -1.72332
166 H -1.62033 -5.79267 -0.14059
167 H 0.04885 -3.95027 -0.48044
168 H -1.48998 -3.20421 -0.54789
169 H -0.63887 -2.50434 -2.38184
170 C 1.96989 -0.85406 -1.31580
171 F 1.19154 -0.72491 -0.22597
172 F 2.99628 -0.03730 -1.14016
173 F 2.32205 -2.13659 -1.37532
174 S 0.95159 -0.39198 -2.90428
175 O 1.19912 0.98686 -3.21914
176 O 1.44678 -1.32912 -3.88862
177 N -0.59492 -0.89422 -2.40209
178 S -1.25725 0.44310 -2.05748
179 O -0.74626 1.19896 -0.89146
180 O -1.53442 1.27320 -3.20733
181 C -3.02649 -0.15847 -1.54787
182 F -3.49747 -0.94046 -2.51124
183 F -2.93046 -0.75665 -0.35868
184 F -3.84882 0.88548 -1.50050
185 C -10.59168 -0.46397 -2.93837
186 F -11.88946 -0.59536 -3.05977
187 F -9.97007 -1.29935 -3.76902
188 F -10.23740 0.79126 -3.23286
189 S -10.08062 -0.82791 -1.17772
190 O -10.47866 0.40526 -0.53650
191 O -10.80468 -2.01327 -0.84154
192 N -8.39349 -0.88891 -1.26012
193 S -7.98699 -1.86245 -0.08835
194 O -8.57114 -1.58057 1.19784
195 O -7.97974 -3.24970 -0.47727
196 C -6.11414 -1.43553 0.06831
197 F -5.63230 -2.09025 1.13396
198 F -5.40848 -1.75989 -0.99943
199 F -5.97983 -0.12424 0.35593
200 C 4.48242 -0.55022 -5.98064
201 F 4.79016 -1.78182 -5.55964
202 F 5.21429 -0.31993 -7.05592
203 F 3.18099 -0.51722 -6.17863
204 S 4.98019 0.75280 -4.65684
205 O 4.34422 1.94400 -5.19475
206 O 4.41014 0.23889 -3.42977
207 N 6.68878 0.70555 -4.72576
208 S 7.08077 2.10779 -4.14387
209 O 6.75988 3.24317 -4.96535
210 O 6.69144 2.19336 -2.73933
211 C 8.97508 2.04738 -4.13310
212 F 9.49313 1.69899 -5.29679
213 F 9.41414 3.25782 -3.81008
214 F 9.39905 1.23425 -3.15550

Summary:
- HOMO level: -14.260 eV
- LUMO energy: -8.733 eV
- Net charge: +4
- DFT total energy: -218339.953 eV
- HOMO-LUMO gap: 5.5 eV
- 2S+1: 1

---

Entry 2:
Density functional theory data (the ωB97M-V functional and the def2-TZVPD basis) for C28H53BClCsF7MgN7O11P as an isolated structure in a non-equilibrium geometry.

Element x y z (Å)
1 C 4.09100 -3.79139 3.95749
2 C 3.36259 -4.10519 3.07643
3 C 2.53601 -4.56958 1.97719
4 C 3.25400 -4.32615 0.62677
5 C 2.36657 -3.78274 -0.48754
6 N 2.27814 -2.32879 -0.54474
7 C 1.16455 -1.64607 -0.10377
8 N -0.00130 -1.75058 -0.56830
9 N 1.57482 -0.74902 0.93470
10 C 1.09415 -1.36377 2.21348
11 C 0.14548 -0.46753 3.06438
12 O -1.18806 -0.91900 2.84192
13 C 0.26574 1.02592 2.81626
14 N -0.40949 1.50957 1.64264
15 C 2.98802 -0.57068 0.77335
16 C 3.38160 0.90410 0.75419
17 C 4.82837 1.11298 0.31453
18 C 5.46194 2.21931 1.28026
19 F 4.65371 3.22948 1.39561
20 F 5.61772 1.71428 2.54406
21 F 6.65613 2.71538 0.80549
22 C 3.42895 -1.47745 -0.42853
23 P 3.42707 -0.65134 -2.10684
24 O 2.48230 0.46105 -2.11256
25 O 4.92913 -0.32985 -2.55563
26 O 2.95567 -1.72579 -3.13238
27 H 4.65827 -3.50825 4.79836
28 H 2.44136 -5.63989 2.12273
29 H 1.53279 -4.16862 2.02271
30 H 3.61252 -5.29056 0.28990
31 H 4.14079 -3.73482 0.81758
32 H 2.70786 -4.21104 -1.42377
33 H 1.36257 -4.16763 -0.34701
34 H -0.21000 -2.38630 -1.32212
35 H -0.87282 -1.02136 -0.29374
36 H 1.91556 -1.69130 2.84282
37 H 0.49197 -2.21619 1.92757
38 H 0.38512 -0.69114 4.10510
39 H -1.20776 -1.80544 3.20418
40 H -0.16655 1.51605 3.68792
41 H 1.30870 1.31538 2.77898
42 H -1.28358 1.02773 1.48221
43 H 0.19699 1.40897 0.84841
44 H 3.54787 -0.99045 1.61970
45 H 2.71252 1.48896 0.13792
46 H 3.26986 1.25854 1.77210
47 H 4.79162 1.57349 -0.68137
48 H 5.42083 0.16110 0.30274
49 H 4.39926 -1.95163 -0.33641
50 H 5.08304 0.61928 -2.53672
51 H 1.98822 -1.56251 -3.28742
52 C -1.02480 0.68644 -1.43295
53 O -1.89036 0.04843 -0.57658
54 H 0.02797 0.84888 -1.10700
55 H -0.89637 0.24308 -2.42989
56 H -1.23634 1.75626 -1.71601
57 O -4.51030 -0.98051 2.59185
58 H -4.67566 -0.27144 1.96286
59 H -3.58086 -1.19427 2.46230
60 Cl 1.14900 2.61514 -1.62730
61 Cs 7.33143 0.10093 0.76475
62 C 5.41507 -1.26478 -7.19649
63 O 6.12618 -1.55033 -8.14239
64 N 4.06507 -1.09341 -7.30133
65 N 5.92529 -1.08719 -5.92889
66 H 3.46514 -0.85277 -6.52995
67 H 3.66024 -1.21316 -8.20980
68 H 6.91274 -1.19788 -5.81030
69 H 5.35733 -0.85345 -5.13630
70 C -4.72764 7.44107 -2.48062
71 C -3.75749 6.58220 -3.25641
72 O -3.00467 5.70611 -2.37009
73 C -3.65853 4.61145 -1.94166
74 O -4.75297 4.26308 -2.21557
75 O -2.78058 3.97199 -1.13249
76 C -3.28756 2.74736 -0.48482
77 H -4.20979 7.98633 -1.69109
78 H -5.21107 8.15453 -3.14499
79 H -5.49752 6.83481 -2.00570
80 H -3.01939 7.20647 -3.75403
81 H -4.25775 5.99531 -4.02401
82 H -3.70180 2.07002 -1.22337
83 H -4.02623 3.02658 0.26209
84 H -2.44492 2.27210 -0.00361
85 B 0.69211 -0.02657 -4.89742
86 F 0.04161 1.06226 -4.29391
87 F 0.57349 -1.15785 -4.00693
88 F 0.09904 -0.33093 -6.10425
89 F 2.05417 0.26030 -5.08321
90 C -4.94766 -6.25326 1.60817
91 C -4.54800 -4.99517 0.87292
92 O -3.76405 -5.02692 -0.04689
93 C -5.16766 -3.70146 1.34049
94 H -4.43131 -7.10570 1.17339
95 H -4.67463 -6.17383 2.66158
96 H -6.02332 -6.41060 1.52145
97 H -4.89618 -3.51538 2.37851
98 H -6.25329 -3.74763 1.24460
99 H -4.79709 -2.88370 0.73091
100 N -4.14739 2.85662 3.44399
101 C -3.51166 1.86887 4.07186
102 C -3.82006 1.44768 5.35502
103 C -4.84391 2.09081 6.02798
104 C -5.51645 3.12211 5.39311
105 C -5.13164 3.46254 4.10662
106 H -2.71599 1.39513 3.50692
107 H -3.27162 0.63639 5.81255
108 H -5.11564 1.79285 7.03216
109 H -6.32214 3.65035 5.88310
110 H -5.63363 4.26094 3.57112
111 Mg -0.78179 4.14325 -1.98490

Summary:
- HOMO level: -9.297 eV
- LUMO energy: -4.105 eV
- Net charge: +1
- DFT total energy: -110350.884 eV
- HOMO-LUMO gap: 5.2 eV
- 2S+1: 1

---

Entry 3:
Density functional theory data (the ωB97M-V functional and the def2-TZVPD basis) for C42H43N2P2PdSSi as an isolated structure.

Element x y z (Å)
1 Pd 0.02677 0.30706 0.31152
2 C 1.41060 3.48543 -0.75508
3 Si 0.21265 2.60249 0.36178
4 C 0.79024 2.81663 2.15584
5 C 0.52801 3.94857 2.92830
6 C 1.00745 4.05765 4.22733
7 C 1.76902 3.03590 4.77851
8 C 2.05341 1.90505 4.02686
9 C 1.56500 1.79965 2.72964
10 P 1.91605 0.36606 1.65997
11 C 2.22481 -1.01233 2.79586
12 C 3.50043 -1.51149 3.04275
13 C 3.68045 -2.53770 3.96191
14 C 2.59246 -3.06003 4.64354
15 C 1.31876 -2.55571 4.41037
16 C 1.13536 -1.54056 3.48801
17 C 3.52406 0.72457 0.89308
18 C 4.20968 1.91055 1.12918
19 C 5.41076 2.16445 0.47704
20 C 5.93545 1.23657 -0.40765
21 C 5.25642 0.04758 -0.64891
22 C 4.05650 -0.20138 -0.00560
23 C -1.50527 3.32018 0.12339
24 C -1.76611 4.69264 0.20009
25 C -3.06099 5.17623 0.10562
26 C -4.12407 4.29581 -0.06991
27 C -3.88496 2.93770 -0.18598
28 C -2.57846 2.45829 -0.11092
29 P -2.11853 0.72849 -0.43560
30 C -3.46870 -0.26325 0.24321
31 C -4.05785 -1.30219 -0.47046
32 C -5.02471 -2.09754 0.12903
33 C -5.39474 -1.86888 1.44602
34 C -4.80276 -0.83893 2.16521
35 C -3.84194 -0.03955 1.56707
36 C -2.22794 0.53109 -2.24282
37 C -1.09525 0.13900 -2.94755
38 C -1.13902 -0.00587 -4.32930
39 C -2.31737 0.24322 -5.01349
40 C -3.45464 0.64173 -4.31764
41 C -3.40988 0.78514 -2.94179
42 H 1.64641 4.46639 -0.33295
43 H 1.00485 3.63247 -1.75708
44 H 2.34610 2.92894 -0.83941
45 H -0.07847 4.75177 2.52519
46 H 0.78083 4.93839 4.81421
47 H 2.13675 3.11553 5.79295
48 H 2.64289 1.10413 4.45751
49 H 4.35932 -1.09992 2.52924
50 H 4.67499 -2.92059 4.14876
51 H 2.73471 -3.85746 5.36095
52 H 0.46830 -2.95778 4.94471
53 H 0.14022 -1.14861 3.31151
54 H 3.81053 2.64224 1.82021
55 H 5.93611 3.09112 0.66650
56 H 6.87276 1.43543 -0.90998
57 H 5.66336 -0.68201 -1.33671
58 H 3.53417 -1.13420 -0.19635
59 H -0.95230 5.39492 0.34475
60 H -3.24761 6.23976 0.17829
61 H -5.13659 4.67287 -0.12816
62 H -4.71433 2.25493 -0.32976
63 H -3.77144 -1.48706 -1.49835
64 H -5.49246 -2.89446 -0.43466
65 H -6.14777 -2.49025 1.91233
66 H -5.09064 -0.65781 3.19222
67 H -3.38316 0.76405 2.13285
68 H -0.16917 -0.05025 -2.41570
69 H -0.24854 -0.30480 -4.86739
70 H -2.35302 0.13563 -6.08969
71 H -4.37352 0.84550 -4.85118
72 H -4.30135 1.09636 -2.41078
73 C -1.35515 -4.75955 -3.91315
74 C -1.29476 -3.34450 -3.36813
75 N -1.08118 -3.32749 -1.91701
76 C -0.22504 -2.56884 -1.23173
77 S -0.54464 -2.20498 0.39973
78 N 0.88915 -2.10330 -1.86219
79 C 1.79837 -3.01721 -2.58460
80 C 2.67063 -3.80687 -1.62287
81 H -1.43746 -4.74164 -4.99945
82 H -2.22023 -5.29693 -3.52338
83 H -0.46025 -5.32151 -3.64337
84 H -2.22783 -2.80914 -3.56345
85 H -0.50677 -2.76392 -3.83816
86 H -1.84700 -3.66948 -1.35405
87 H 1.39957 -1.48989 -1.23902
88 H 2.40122 -2.40564 -3.25624
89 H 1.21248 -3.69065 -3.20278
90 H 3.27632 -3.14267 -1.00267
91 H 3.34572 -4.46215 -2.17359
92 H 2.06374 -4.42119 -0.95634

Summary:
- HOMO level: -10.719 eV
- LUMO energy: -2.297 eV
- Net charge: +1
- DFT total energy: -88001.790 eV
- HOMO-LUMO gap: 8.4 eV
- Energy relative to the best compared isomer or geometry (same formula, charge and spin): 8.8 kcal/mol
- 2S+1: 1

---

Entry 4:
Density functional theory data (the ωB97M-V functional and the def2-TZVPD basis) for one molecule with the formula C2H4INS in a non-equilibrium geometry.

Element x y z (Å)
1 C 0.27513 0.00528 -0.26217
2 C -0.87149 0.14143 0.42972
3 N 1.57656 0.19589 0.17383
4 S 0.69617 0.39659 3.57299
5 I 2.35961 -0.17511 2.12550
6 H 0.45585 -0.16811 -1.34405
7 H -1.67726 0.13660 -0.14579
8 H -1.04251 0.40658 1.42303
9 H 2.17603 -0.14357 -0.54493

Summary:
- HOMO level: -8.101 eV
- LUMO energy: -1.032 eV
- DFT total energy: -22561.049 eV
- HOMO-LUMO gap: 7.1 eV
- Energy relative to the best compared isomer or geometry (same formula, charge and spin): 75.1 kcal/mol
- 2S+1: 1